Computed, not measured: C35H30GeHgN5O2SbSe4 as an isolated structure, with ωB97M-V/def2-TZVPD.

```
! wB97M-V def2-TZVPD RIJCOSX def2/J DEFGRID3
* xyz -1 2
Hg 2.593 -1.184 -1.025
Sb 5.529 -2.251 0.552
Se 4.600 -0.002 -0.253
Se 6.147 -1.840 2.860
Se 7.073 -3.051 -1.114
Se 3.994 -4.128 1.142
Ge -1.315 2.037 -0.813
O 0.255 -0.092 -1.098
O 1.236 -0.712 -2.982
N 0.132 -3.011 0.442
N 1.042 -3.016 -0.597
N 2.986 -3.291 -2.510
N 1.603 -1.356 1.208
N 1.468 -0.631 3.411
C 3.850 -3.337 -3.512
C 2.038 -0.653 2.186
C -2.182 3.819 -0.851
C -1.430 -2.799 2.842
C -1.037 0.081 -3.037
C 0.959 -3.978 -1.415
C 2.693 3.181 -0.225
C 1.441 2.947 -0.778
C -1.486 5.008 -0.644
C -1.547 -1.913 5.070
C 1.682 -4.981 -3.568
C 0.253 -0.281 -2.334
C -3.136 -0.145 -0.011
C -4.177 5.134 -1.289
C 0.430 2.342 -0.034
C -2.894 1.624 1.577
C -3.539 3.908 -1.169
C 1.950 2.217 1.842
C 0.503 -2.170 1.356
C -0.246 -2.096 2.619
C -4.115 -0.728 0.785
C 2.585 -5.027 -4.620
C 3.686 -4.192 -4.597
C -2.519 1.047 0.362
C -1.417 1.520 -2.699
C -0.376 -1.213 4.873
C -2.117 6.242 -0.763
C -3.854 1.035 2.389
C 0.279 -1.313 3.645
C -3.462 6.308 -1.091
C 0.704 1.973 1.281
C 1.916 -4.085 -2.537
C -4.477 -0.136 1.985
C -2.077 -2.714 4.056
C 2.948 2.820 1.090
H -5.239 -0.589 2.608
H -2.439 1.746 -3.012
H -1.796 -0.601 -2.657
H -0.771 2.221 -3.236
H -2.448 2.564 1.887
H -0.945 -0.083 -4.111
H 4.715 -2.689 -3.418
H -1.554 7.153 -0.599
H 1.901 -0.097 4.146
H 3.926 2.991 1.521
H 2.150 1.925 2.867
H -4.118 3.000 -1.313
H -0.055 1.471 1.872
H 4.420 -4.199 -5.390
H -5.231 5.175 -1.534
H 3.475 3.629 -0.825
H -4.127 1.499 3.329
H 0.807 -5.617 -3.545
H 2.430 -5.712 -5.444
H -0.435 4.977 -0.377
H -3.953 7.268 -1.190
H -1.815 -3.410 2.038
H -2.995 -3.260 4.222
H 0.039 -0.590 5.656
H 1.264 3.223 -1.813
H 2.925 -0.040 2.042
H -2.850 -0.637 -0.927
H 0.199 -4.750 -1.290
H -4.590 -1.648 0.467
H -2.061 -1.834 6.019
*
```

The value obtained for the energy above the lowest of the compared OMol25 structures with the same formula, charge and spin is 0.0 kJ/mol. Its HOMO energy (alpha / beta) is -4.53 / -4.49 eV. Its HOMO-LUMO gap (alpha / beta) is 6.2 / 5.4 eV.

---

Computed, not measured: an isolated ion of composition C4H10NS and charge -1, with ωB97M-V/def2-TZVPD.

```
! wB97M-V def2-TZVPD RIJCOSX def2/J DEFGRID3
* xyz -1 1
S -2.774 0.299 1.049
N 1.130 0.228 -0.222
C -0.355 0.106 -0.358
C 1.854 -0.494 -1.263
C -1.028 -0.307 0.936
C 3.339 -0.222 -1.169
H -0.738 1.061 -0.718
H 1.690 -1.582 -1.242
H 3.748 -0.624 -0.230
H -1.085 -1.398 1.032
H 1.339 -0.234 0.653
H 3.621 0.827 -1.179
H -0.583 -0.608 -1.155
H -0.481 0.121 1.779
H 3.927 -0.718 -1.923
H 1.486 -0.158 -2.224
*
```

The value obtained for the energy above the lowest of the compared OMol25 structures with the same formula, charge and spin is 20.9 kJ/mol. The SMILES is CCNCC[S-]. Its HOMO energy is -2.25 eV. Its HOMO-LUMO gap is 5.8 eV.

---

Computed, not measured: one molecule with the formula C11H14O4, with ωB97M-V/def2-TZVPD.

```
! wB97M-V def2-TZVPD RIJCOSX def2/J DEFGRID3
* xyz 0 1
O 3.628 -1.456 0.262
O -0.009 3.277 -1.022
O -2.706 -1.044 1.208
O 2.587 0.609 2.134
C 2.633 -2.493 0.164
C -3.986 -0.110 -0.800
C -0.556 1.315 0.459
C 0.177 0.532 1.401
C 2.230 0.501 -0.358
C 0.271 2.109 -0.674
C -2.156 1.333 0.555
C 3.461 -0.445 -0.748
C -2.651 -0.136 0.073
C 1.496 1.276 -1.302
C 1.771 0.542 1.188
H 2.487 -2.949 1.213
H -4.887 0.356 -0.285
H 1.601 -2.136 -0.168
H 1.762 1.295 -2.405
H -3.780 0.493 -1.745
H -4.218 -1.190 -1.125
H -1.814 -0.514 -0.627
H -2.547 -0.538 2.038
H -2.649 2.077 -0.153
H 4.456 0.106 -0.846
H -0.320 -0.090 2.217
H -2.452 1.561 1.643
H 3.249 -0.922 -1.777
H 2.922 -3.362 -0.520
*
```

The value obtained for the energy above the lowest of the compared OMol25 structures with the same formula, charge and spin is 38.6 kJ/mol. The SMILES is COCC1=CC(=O)C(C[C@H](C)O)=CC1=O. Its HOMO energy is -9.78 eV. Its HOMO-LUMO gap is 8.8 eV.

---

Computed, not measured: C19H24I2N6OPdS as an isolated structure, with ωB97M-V/def2-TZVPD.

```
! wB97M-V def2-TZVPD RIJCOSX def2/J DEFGRID3
* xyz 0 3
I 4.623 -4.397 -1.865
I -1.025 -2.128 -2.218
Pd -0.159 0.514 -0.720
S -2.394 4.437 -0.992
O -0.094 -1.206 0.575
N -2.300 0.591 0.074
N -0.854 2.251 -1.705
N -3.976 0.054 1.641
N 2.197 0.705 0.712
N -2.059 1.201 2.285
N 1.624 0.723 -2.089
C 0.906 -1.758 0.012
C 0.795 -2.500 -1.191
C 1.814 -3.236 -1.741
C -0.912 2.045 2.034
C -4.977 0.900 2.260
C 3.040 -3.234 -1.092
C -2.758 0.620 1.277
C -4.533 -0.936 0.746
C 1.266 0.426 -3.341
C -2.292 0.851 3.665
C 3.791 -0.147 -2.521
C 3.265 -2.401 -0.006
C 3.428 -0.452 -3.823
C -1.510 3.167 -1.369
C 2.236 -1.663 0.528
C 2.137 -0.158 -4.243
C 2.428 -0.526 1.485
C 3.240 0.937 -0.290
C 2.863 0.449 -1.674
H 3.431 -0.556 1.944
H -2.963 -0.001 3.715
H -2.723 1.682 4.232
H 4.260 -2.317 0.412
H 1.811 -0.367 -5.249
H 1.666 -0.578 2.268
H 4.793 -0.347 -2.174
H -3.732 -1.580 0.386
H -0.106 1.795 2.730
H -1.350 0.569 4.145
H -5.243 -1.541 1.310
H -5.522 0.341 3.025
H -0.545 1.893 1.005
H -1.176 3.101 2.155
H 1.670 -3.788 -2.657
H 4.194 0.469 0.000
H 4.140 -0.893 -4.505
H -5.062 -0.496 -0.109
H 2.144 1.498 1.347
H -5.695 1.262 1.515
H -2.949 0.239 -0.623
H -4.508 1.765 2.718
H 0.251 0.703 -3.622
H 3.401 2.017 -0.378
*
```

The value obtained for the energy above the lowest of the compared OMol25 structures with the same formula, charge and spin is 0.0 kJ/mol. Its HOMO energy (alpha / beta) is -7.44 / -7.47 eV. Its HOMO-LUMO gap (alpha / beta) is 7.7 / 5.7 eV.

---

Computed, not measured: an isolated ion of composition C4H9N2O2 and charge -1, with ωB97M-V/def2-TZVPD.

```
! wB97M-V def2-TZVPD RIJCOSX def2/J DEFGRID3
* xyz -1 1
O 3.273 0.445 -0.654
O 2.473 -0.114 1.345
N 2.304 0.188 0.109
N 1.174 0.126 -0.491
C -1.035 1.822 0.410
C 0.039 -0.478 0.135
C -1.281 0.397 -0.091
C -0.132 -1.861 -0.485
H 0.313 -1.888 -1.596
H 0.415 -2.656 0.039
H -1.094 1.913 1.616
H -1.907 2.386 0.064
H -0.205 2.267 -0.149
H -2.006 -0.116 0.379
H -1.225 -2.142 -0.612
H 0.326 -0.636 1.170
H -1.430 0.347 -1.189
*
```

The value obtained for the energy above the lowest of the compared OMol25 structures with the same formula, charge and spin is 472.4 kJ/mol. The SMILES is CC[C@@H](C)N=[N+]([O-])[O-]. Its HOMO energy is -3.72 eV. Its HOMO-LUMO gap is 7.7 eV.

---

Computed, not measured: a 5-piece molecular cluster, C36H49F12IN2O14Si overall, with ωB97M-V/def2-TZVPD.

```
! wB97M-V def2-TZVPD RIJCOSX def2/J DEFGRID3
* xyz 0 1
I 4.174 -6.168 -2.013
Si 0.967 0.419 3.408
F -2.845 -9.066 -0.770
F -4.419 4.640 0.662
F -8.077 2.651 -0.019
F -9.973 2.740 1.000
F -3.501 2.702 0.779
F 7.291 -1.077 3.884
F -4.689 -8.207 -0.066
F 7.336 -2.244 5.691
F -9.845 3.254 -1.078
F -4.339 -8.406 -2.183
F -2.489 4.302 -0.248
F 5.491 -2.031 4.589
O -4.452 2.220 -1.738
O -4.794 4.427 -1.979
O 6.925 -4.523 4.363
O -8.567 4.895 1.743
O 1.090 -1.343 -6.997
O 1.651 -0.176 -6.435
O -8.997 5.740 -0.292
O 4.818 -0.539 0.068
O -2.021 -6.737 -1.786
O 0.838 4.639 -2.454
O 7.519 -3.423 2.500
O -3.587 -5.752 -0.512
O 0.913 0.887 1.795
O 2.260 -3.978 -1.820
N 2.590 0.844 -0.614
N 0.971 1.648 -2.871
C -8.226 6.207 2.227
C 4.214 -1.559 -0.692
C 5.965 -0.986 0.777
C 3.348 -1.060 -1.840
C 1.913 2.763 0.667
C -5.416 4.204 -3.258
C 2.523 -1.401 -4.116
C -9.468 7.010 2.551
C 0.762 2.289 1.590
C -0.764 0.385 4.157
C -8.929 4.820 0.469
C 0.934 0.139 -5.232
C 1.070 2.313 -1.748
C 1.768 0.540 -2.851
C 1.864 1.932 -0.612
C -0.497 -5.151 -0.731
C 3.320 -4.206 -2.321
C 7.153 -5.782 3.703
C -3.692 3.745 -0.024
C -3.124 -6.715 -1.048
C -4.364 3.343 -1.342
C -1.340 -5.477 -1.945
C 8.627 -6.124 3.673
C -3.756 -8.113 -1.011
C 0.248 3.614 -1.674
C 6.818 -2.181 4.458
C 1.795 -0.268 -4.027
C 1.459 5.647 -1.673
C 2.561 0.132 -1.776
C 4.061 -3.120 -3.157
C 1.580 -1.379 3.430
C -9.213 3.363 0.090
C -6.849 3.751 -3.090
C 2.157 1.426 4.467
C 7.147 -3.435 3.637
C 3.301 -1.805 -2.982
H -7.403 4.464 -2.476
H -5.387 5.158 -3.783
H 6.610 -6.529 4.279
H -0.700 -5.584 -2.820
H 9.188 -5.399 3.083
H 0.195 -5.966 -0.517
H 6.798 -0.324 0.492
H -0.008 -0.427 -5.200
H 0.002 3.905 -0.647
H 2.410 5.294 -1.238
H 5.099 -3.014 -2.813
H -7.588 6.723 1.509
H 3.153 1.533 4.009
H -10.101 6.465 3.253
H -9.198 7.971 2.989
H 6.721 -5.769 2.702
H 2.515 -1.998 -5.024
H -7.341 3.659 -4.058
H -0.738 0.052 5.206
H -4.835 3.495 -3.848
H -1.242 1.380 4.165
H 1.747 2.429 4.662
H 6.210 -2.046 0.628
H -0.183 2.439 1.037
H 8.781 -7.113 3.241
H 3.614 -2.261 -0.074
H -1.118 -5.016 0.155
H -7.637 6.054 3.130
H 0.310 -1.042 -7.490
H 1.682 6.505 -2.317
H 0.714 2.869 2.527
H 1.855 3.837 0.455
H 0.667 1.200 -5.201
H 5.810 -0.855 1.860
H 2.308 0.908 5.426
H 4.093 -3.405 -4.217
H 9.043 -6.108 4.681
H -6.900 2.787 -2.584
H 2.875 2.552 1.151
H -0.709 3.368 -2.165
H 1.163 -1.934 4.279
H 5.031 -2.167 -1.120
H 2.680 -1.339 3.490
H 1.325 -1.896 2.494
H -1.435 -0.285 3.600
H -10.062 7.194 1.657
H -2.055 -4.683 -2.163
H 0.071 -4.239 -0.895
H 0.778 5.959 -0.864
*
```

The SMILES is COCc1nc2c(COO)cc(CC(=O)I)c(COC)c2nc1CCO[Si](C)(C)C.CCOC(=O)C(F)(F)F.CCOC(=O)C(F)(F)F.CCOC(=O)C(F)(F)F.CCOC(=O)C(F)(F)F. Its HOMO energy is -8.68 eV. Its HOMO-LUMO gap is 8.6 eV.

---

Computed, not measured: a 8-piece molecular cluster, C38H90F2N9O14S2 overall, with ωB97M-V/def2-TZVPD.

```
! wB97M-V def2-TZVPD RIJCOSX def2/J DEFGRID3
* xyz 3 1
S 3.061 -0.455 -4.856
S 1.613 0.029 -6.913
F 1.916 0.556 -8.351
F 4.627 -0.618 -4.632
O 4.338 2.983 -1.275
O 0.205 1.054 -1.003
O 0.133 4.524 1.979
O -2.650 3.825 -0.364
O -1.824 1.226 3.722
O 1.101 4.823 -3.770
O 0.994 -1.230 -7.143
O 1.228 -0.871 1.148
O 2.776 0.584 -3.898
O -2.484 -1.650 -4.620
O 0.836 1.074 -6.309
O -1.772 -3.007 -0.213
O 2.494 -1.733 -4.567
O -5.183 -3.670 -5.394
N -0.117 -0.882 6.586
N -0.947 3.143 -2.438
N 3.147 -0.069 -6.386
N -1.546 -0.326 0.865
N 2.133 2.185 0.885
N 1.795 -0.254 5.847
N 3.831 -3.428 2.690
N 2.182 -4.347 3.712
N -4.982 -1.954 -3.453
C -4.368 -4.635 -6.055
C -0.911 -2.450 8.338
C 0.748 -0.226 -1.237
C -5.835 -4.123 -4.245
C 3.254 -0.125 5.839
C 4.548 2.939 -2.686
C 2.371 5.450 -3.958
C -3.467 4.557 0.526
C -6.140 -2.939 -3.373
C 1.634 -0.914 -0.180
C -1.483 -2.776 1.146
C 5.305 -1.511 2.177
C -1.221 -1.237 7.477
C -3.212 1.146 3.891
C 3.880 1.735 -0.815
C 1.005 -0.472 4.751
C -1.403 1.558 2.413
C -2.536 -1.642 -3.214
C 0.801 -4.606 4.144
C -0.178 2.857 -3.723
C 4.570 -2.746 1.613
C 3.318 -4.630 4.440
C 0.430 3.940 0.730
C 1.180 3.429 -3.736
C -3.736 -2.412 -2.754
C 0.440 5.911 2.114
C -1.144 -1.351 -5.045
C 3.555 1.810 0.665
C -2.153 0.984 1.209
C -0.185 -0.891 5.218
C 1.086 -0.490 6.942
C -3.149 3.837 -1.680
C -2.377 2.797 -2.478
C 4.357 -4.048 3.795
C 2.508 -3.516 2.720
C -2.106 -1.480 1.597
C -0.922 -4.038 -0.702
C 1.890 3.611 0.529
H 4.682 1.007 -0.990
H 5.348 -3.372 1.191
H -1.895 -3.624 1.708
H -2.429 1.813 -2.015
H 2.217 3.668 -0.508
H -2.120 -1.388 6.881
H -3.903 -2.233 -1.691
H 2.502 4.278 1.133
H -1.099 -1.143 4.718
H 3.554 0.199 4.841
H -1.489 -0.401 8.124
H -3.645 5.573 0.161
H 1.639 3.017 -4.647
H -2.795 2.780 -3.483
H 3.623 2.669 -3.210
H 0.144 -3.993 3.536
H -0.514 -0.272 1.034
H -4.192 3.481 -1.681
H -0.330 6.467 1.567
H -5.243 -4.869 -3.697
H 3.005 1.438 -1.407
H -3.747 2.033 3.511
H -1.045 -4.092 -1.785
H 1.890 -2.957 2.023
H 1.776 -1.954 -0.540
H 4.771 3.943 -3.044
H 2.931 5.342 -3.023
H 6.339 -1.808 2.379
H 1.928 1.974 1.863
H 2.656 -0.500 -0.290
H 0.013 4.560 -0.080
H 0.682 -4.335 5.189
H 1.238 -0.273 -2.220
H 2.905 4.959 -4.777
H -0.287 1.790 -3.923
H -3.676 -3.488 -2.884
H -3.468 1.148 4.950
H -1.502 2.640 2.264
H -0.894 3.242 -4.457
H -5.318 -1.104 -3.002
H -0.358 1.257 2.337
H -1.906 -1.302 2.651
H -3.742 0.318 3.404
H -0.255 3.087 0.705
H -1.917 1.595 0.342
H -6.950 -2.328 -3.772
H 3.717 0.810 1.062
H -3.181 -1.480 1.412
H -0.405 -2.658 1.321
H 0.135 -3.810 -0.550
H -3.593 -4.085 -6.579
H 1.388 6.173 1.629
H 3.819 -2.411 0.903
H -2.607 -0.587 -2.907
H 4.186 2.544 1.162
H -0.138 -0.908 -1.339
H 0.620 -5.666 3.986
H 5.400 -4.048 4.056
H -1.531 -0.494 -0.149
H -1.247 -5.002 -0.303
H -2.942 4.681 1.473
H -0.745 4.122 -2.230
H -0.352 -1.781 -4.426
H -3.873 -5.310 -5.347
H 4.959 -1.054 3.100
H 1.455 -0.422 7.951
H -1.671 -2.216 -2.872
H -4.964 -5.258 -6.723
H 1.467 1.575 0.370
H -6.751 -4.643 -4.550
H -1.782 -2.901 8.799
H 3.276 -5.305 5.278
H -3.171 4.814 -2.174
H -0.981 -0.266 -4.998
H -0.186 -2.158 9.104
H -0.352 -3.229 7.811
H 5.343 2.238 -2.943
H 3.589 0.630 6.540
H 3.695 -1.117 5.911
H -4.747 -1.698 -4.423
H -4.432 4.071 0.701
H -6.265 -3.135 -2.312
H 5.430 -0.781 1.377
H -1.071 -1.656 -6.080
H 0.473 6.179 3.162
H -0.471 2.522 -1.748
H 1.808 3.028 -2.925
H 2.217 6.491 -4.218
H 1.333 -0.402 3.720
H -3.230 0.947 1.342
*
```

Its HOMO energy is -13.55 eV. Its HOMO-LUMO gap is 7.2 eV.